The ion C6H10N3 with charge +1 at a distorted geometry, computed with wB97M-V/def2-TZVPD.

Element x y z (Å)
1 C -1.65431 0.88763 0.90817
2 H -0.09966 0.71636 2.03609
3 H -0.43766 -0.65251 -2.65691
4 H 1.32788 -2.16617 0.33349
5 H 0.39467 -1.46517 1.79053
6 H -2.14625 0.69813 1.91179
7 C 0.48280 2.39695 -0.50423
8 H -1.93729 1.90494 0.56923
9 C 0.81377 -1.31554 0.81373
10 C 0.51692 -0.76022 -2.24683
11 C 0.46634 -0.20619 0.19560
12 N 0.45542 1.48182 -1.53707
13 H 0.68509 3.42317 -0.84841
14 H 1.35983 -0.56975 -2.91172
15 N -0.19937 0.84717 1.01820
16 C 0.52316 0.26457 -1.22434
17 H 0.60202 -1.87347 -1.85296
18 N 0.29461 2.20364 0.74167
19 H -2.00332 0.24000 0.09285

2S+1: 1
LUMO, eV: -5.1
Total charge: +1
Orbital gap, eV: 9.6

An isolated molecule of C8H13NOSi at a distorted geometry, computed with wB97M-V/def2-TZVPD.

Element x y z (Å)
1 H 2.11256 1.68690 1.54895
2 C -0.64105 1.92614 1.39435
3 H 0.98613 1.96825 -2.19450
4 H 0.19594 -3.35418 1.76881
5 H -1.94722 -2.94761 -1.90185
6 C 0.22664 -1.42440 0.86649
7 H -1.31753 -0.60155 -2.04178
8 C 0.05897 2.12039 -1.61660
9 H 0.75378 -0.95169 1.66606
10 O -1.26020 -4.49900 0.01426
11 H -0.48681 1.41432 2.35440
12 C 2.05257 1.35967 0.51755
13 C -1.27406 -2.52567 -1.17683
14 N -0.87628 -3.30258 -0.10191
15 H -1.71244 1.93502 1.19938
16 H -0.30597 2.96092 1.51486
17 C -0.94972 -1.19455 -1.21129
18 H -0.79884 1.86926 -2.24840
19 C -0.17184 -0.65812 -0.20451
20 C -0.08726 -2.74331 0.91777
21 H -0.09559 3.17444 -1.38546
22 Si 0.27872 1.14695 -0.02557
23 H 2.54836 2.15389 -0.03493
24 H 2.71114 0.48652 0.38073

2S+1: 1
LUMO, eV: 0.4
Total charge: 0
Orbital gap, eV: 8.7

A cluster of 12 separate species, C41H53N11O6S in total at a distorted geometry, computed with wB97M-V/def2-TZVPD.

Element x y z (Å)
1 C -2.02091 1.16946 4.08126
2 C 1.08212 3.13167 -4.74135
3 H -3.51283 -5.61713 2.45782
4 H -1.21404 3.21155 -5.31845
5 H -3.79753 1.67585 5.49378
6 H 6.20281 -2.20949 -1.97107
7 H -2.64483 6.02562 -1.29253
8 C 5.24231 -1.67402 -2.12249
9 H 0.88669 0.13161 2.89945
10 H 0.36051 -0.61947 -2.95014
11 H -4.97490 0.49131 -0.58231
12 H -0.30424 -2.15964 -5.84910
13 N 0.79566 1.95046 -2.81103
14 H -0.01649 2.94437 0.80672
15 C 4.28758 -1.24229 -1.10251
16 H -5.42223 0.40786 3.45724
17 C -2.78817 -3.32058 -0.10990
18 C -3.18773 3.15602 0.61438
19 N -1.94555 0.55303 2.93117
20 N -3.35378 -0.06344 -1.78090
21 C -0.40988 -3.98830 -2.89819
22 H -4.25847 -5.06018 -0.35645
23 O 0.16389 0.22334 1.61353
24 H 1.95066 3.71014 -1.03305
25 C -3.56362 4.62486 0.34064
26 H 3.91950 5.43026 0.22804
27 H -1.22140 -2.52933 0.85000
28 H -1.18423 0.16017 2.22437
29 C 2.20446 -4.43748 -0.03451
30 C 2.80594 0.52394 5.60820
31 C 2.83153 -5.48285 0.76969
32 N 1.36451 0.22463 3.83462
33 C 0.41956 3.03017 1.79749
34 H 1.57624 -0.62511 6.95277
35 C -0.24059 -2.43591 -4.76979
36 H -0.54273 -4.81534 -5.02973
37 H 0.84224 1.25888 -1.96824
38 H 1.68933 3.71787 -5.38562
39 O -1.10081 0.40934 -0.41571
40 C 2.28456 -5.28438 2.16197
41 H 2.51031 -0.33412 -1.14618
42 C -4.28674 0.56786 3.42215
43 H -2.21372 -0.50578 -3.42810
44 O 1.32628 4.77396 3.07065
45 C -0.55850 1.96055 -3.42509
46 H -3.49794 2.32599 1.26662
47 H 0.00447 -2.64190 -1.27912
48 H -4.22092 5.30682 0.67089
49 C -2.25786 -3.53105 2.14473
50 C -4.61380 -1.12596 -3.48338
51 O 0.53449 5.33434 1.07123
52 N 3.04463 2.14011 0.04488
53 C 0.11570 -1.65432 -3.32158
54 H 4.40090 1.01554 1.46992
55 H 2.83913 0.01133 -3.65807
56 H 3.05942 1.43077 3.50733
57 H 5.48486 3.43835 1.85717
58 S 0.10175 -0.09995 0.17520
59 H -1.62770 1.88302 -0.52629
60 H -3.47480 -0.50814 1.57335
61 H 2.30822 1.38725 -0.16663
62 C 1.68726 -0.31012 6.07828
63 C -3.27489 -4.70605 1.75927
64 H -2.75377 -2.82714 -1.00644
65 C 4.09950 1.94960 0.99134
66 C -3.24481 -0.59914 -3.08103
67 H 2.87041 2.32727 -3.31216
68 C -3.63208 -4.48581 0.29118
69 N 1.41931 -3.66889 0.74250
70 C 1.77516 2.43367 -3.54101
71 H 4.18363 -1.54160 -0.06554
72 C -3.44551 1.23310 4.50936
73 C 0.77665 -0.47709 4.84611
74 C 2.53328 0.73845 4.09702
75 H 1.35242 2.59693 1.98965
76 H 0.98484 -3.54686 2.93743
77 C 4.72547 3.37682 1.16268
78 H 1.24639 -2.68173 0.40127
79 H -0.87004 3.94054 -1.77220
80 N 3.33674 -0.55896 -1.79700
81 N -2.10747 2.79383 -0.31454
82 C 3.59259 -0.41518 -3.19069
83 N -0.09446 -2.67260 -2.36448
84 C -4.74523 0.06527 -1.43682
85 C -0.43704 -3.90216 -4.55301
86 O 1.20771 0.51498 -0.58024
87 H 2.30446 -5.85542 3.02146
88 H 3.64468 0.83705 6.08306
89 C -1.81393 3.88808 -1.10770
90 C -2.68532 5.13831 -0.89214
91 C -5.54078 -0.64510 -2.47339
92 C 2.87583 3.44148 -0.31170
93 H -1.42385 1.63783 -2.83231
94 C -0.34963 2.85549 -4.63290
95 H -1.13623 1.70517 4.57921
96 H -1.67335 -3.34416 3.20254
97 H -0.71896 -4.72488 -2.30199
98 O 0.28154 -1.54939 0.00493
99 N -1.97123 -2.95875 0.94281
100 H 5.22125 -1.12410 -4.45228
101 N 0.97031 4.41247 1.89651
102 C 4.06895 4.24679 0.24200
103 C 1.52948 -4.07475 2.12906
104 H -2.52131 0.03824 -1.29203
105 H 2.36310 -4.19359 -1.12669
106 H 3.66627 -5.96755 0.45185
107 H -4.93550 -1.59930 -4.34549
108 H -0.16272 -0.84310 4.73774
109 H -0.32687 3.02068 2.62459
110 H -6.57386 -0.72793 -2.31152
111 C 4.79851 -1.17541 -3.49440
112 C -3.26017 0.21255 2.42810

2S+1: 1
LUMO, eV: 3.8
Total charge: -2
Orbital gap, eV: 7.0

A cluster of 2 separate species, CH3IN2O2 in total at a distorted geometry, computed with wB97M-V/def2-TZVPD.

Element x y z (Å)
1 N 1.02202 0.60989 -0.76573
2 C -0.77261 0.29262 0.79816
3 I -0.23542 1.04041 -2.30572
4 H -0.81383 0.28642 1.88748
5 N 1.39854 -1.40530 -0.99880
6 H -1.09105 -0.68076 0.40521
7 H -1.43644 1.07275 0.40558
8 O 0.57287 0.58449 0.48865
9 O 1.35591 -1.80052 0.08518

2S+1: 1
LUMO (spin up / spin down), eV: -0.6 / -0.6
Total charge: 0
Orbital gap (spin up / spin down), eV: 7.5 / 7.5

A structure of composition C7H12ClN2O2 at a distorted geometry, computed with wB97M-V/def2-TZVPD.

Element x y z (Å)
1 H 0.72750 -2.87940 0.14990
2 O -2.49041 -0.31295 0.10789
3 C -0.20296 -2.41793 -0.16798
4 H -1.84651 0.98876 -3.14132
5 C 0.67077 0.83317 1.76565
6 O -1.87027 1.08219 -2.17310
7 H 1.08931 1.92638 -1.47648
8 H -0.95703 -0.57877 1.94740
9 H 2.22308 1.15368 -0.39452
10 C -0.14295 -0.91071 0.02730
11 H 0.64409 -1.31727 1.98214
12 N -1.43686 -0.33624 -0.45031
13 H -0.38738 -2.68291 -1.20575
14 H 0.84405 2.77661 0.83744
15 H -1.01028 -2.81712 0.44291
16 Cl 1.55163 -0.94632 -2.18790
17 H 0.25248 1.24504 2.68247
18 H -0.63125 1.92366 0.42437
19 C 0.43657 1.79274 0.60431
20 C 0.68232 -0.11588 -0.99700
21 N -1.09175 0.15917 -1.57776
22 H 1.74568 0.73236 1.91963
23 C 1.15588 1.24362 -0.62516
24 C 0.04433 -0.54189 1.50589

2S+1: 1
LUMO, eV: -4.9
Total charge: +1
Orbital gap, eV: 10.0

A cluster of 2 separate species, C3H9OS in total, computed with wB97M-V/def2-TZVPD.

Element x y z (Å)
1 H 1.42351 0.23607 0.96964
2 H -2.80010 -0.49405 0.26427
3 S -1.04511 -1.67008 -0.81306
4 O 1.98924 -0.17534 -0.99791
5 H 2.15947 -1.36232 0.70709
6 H 1.12877 -0.57650 -1.20780
7 H -1.33890 -0.54068 1.23821
8 H -1.73550 1.18910 -1.26633
9 C -1.35105 1.03048 -0.26064
10 H 3.15740 0.10277 0.63533
11 C 2.18042 -0.31396 0.40188
12 H -0.27065 1.15934 -0.30245
13 H -1.77796 1.78197 0.40177
14 C -1.71953 -0.36681 0.23001

2S+1: 2
LUMO (spin up / spin down), eV: 0.8 / -2.3
Total charge: 0
Orbital gap (spin up / spin down), eV: 10.5 / 7.0

Summary of DFT total energy in eV
-10844.7345, -19920.8402, -82867.0664, -16255.4019, -27039.8798, -16138.0232
(order as listed above)
Summary of energy relative to the best compared isomer or geometry (same formula, charge and spin) in kJ/mol
340.4, 155.5, 276.4, 483.2, 0.0, 44.8
(order as listed above)